Record 1
A structure of composition C51H52BrClF8N6O14P2S at a distorted geometry. Source: OMol25; level of theory: ωB97M-V/def2-TZVPD.

The calculation puts the LUMO energy at -0.855 eV. The HOMO energy comes out at -0.3081 Eh. The frontier orbital gap comes out at 7.5 eV.

Structure (XYZ):
```
136
Properties=species:S:1:pos:R:3:lowdin_charge:R:1
C -9.178 5.752 3.776 -0.066
O -3.614 2.120 4.107 0.081
C 4.118 0.104 -0.655 -0.311
C -9.494 4.901 4.826 -0.072
C -7.247 -1.082 -0.351 -0.148
C -0.664 -0.651 0.611 -0.232
H 3.738 -4.185 0.037 0.079
H -3.294 1.114 -0.636 0.097
C 1.584 -1.897 -0.312 -0.139
C -10.010 3.637 4.570 -0.065
H -10.257 2.975 5.389 0.108
Br 4.502 -3.965 -2.425 0.874
H -7.350 2.737 -0.623 0.104
Cl 3.681 -1.711 -4.948 0.355
C -2.448 5.384 7.254 -0.065
F 5.289 3.469 1.003 0.148
C -6.351 -0.334 0.388 -0.003
H 0.796 -4.074 -1.658 0.090
O -2.865 4.016 3.422 0.072
C -0.439 0.154 1.740 -0.052
H -2.644 4.845 9.319 0.107
O 2.231 1.477 -1.384 -0.090
H 0.419 -2.228 1.381 0.123
H 3.241 -0.713 2.019 0.113
C 4.469 -2.476 -1.108 -0.569
H 0.644 2.286 -4.152 0.079
O 5.774 -6.761 -1.631 0.025
H -2.345 5.634 5.126 0.120
C 2.099 -1.355 -1.681 -0.295
C 6.945 -9.243 0.606 -0.002
H -5.627 -0.814 1.031 0.119
N 5.892 -7.369 -0.588 -0.342
C -8.222 0.888 -1.269 -0.065
C 0.482 -3.336 -2.388 -0.010
H -8.949 1.369 -1.908 0.111
F 3.528 4.608 1.206 0.172
C 0.641 3.824 -7.692 -0.012
H -2.086 6.380 7.466 0.108
P 5.436 1.235 -1.537 0.750
O 0.104 0.395 -2.105 -0.188
H 7.388 -8.260 -2.612 0.120
F 3.331 2.031 1.889 0.155
F 2.078 0.462 0.535 0.048
C -2.492 0.855 0.037 -0.073
C -3.381 2.819 6.713 -0.003
C 4.221 -3.231 0.216 -0.313
C -10.207 3.218 3.264 -0.002
C -3.232 3.242 8.024 -0.066
C 4.322 -0.703 1.951 -0.175
C 7.514 -8.837 -1.709 -0.001
H -5.693 1.646 0.856 0.104
C 0.204 -1.863 0.374 -0.107
H 5.967 1.952 -0.456 0.023
P 4.493 -0.731 -3.327 0.634
H 6.380 -8.979 1.488 0.119
H 6.536 0.403 -1.825 0.019
H 5.839 -4.618 0.579 0.050
C -0.206 4.298 -6.707 -0.153
H 8.954 -10.168 -2.561 0.109
C 5.551 -3.624 0.899 -0.083
C -0.220 3.757 -5.434 0.009
H -0.926 1.916 2.843 0.094
C -9.878 4.078 2.233 -0.147
C 4.099 3.670 0.443 -0.601
C -1.744 -0.296 -0.198 -0.062
H 2.183 1.423 -5.869 0.093
C -9.369 5.341 2.467 -0.003
H 7.942 -10.891 1.535 0.109
O -6.374 -3.043 0.483 0.073
O -7.973 -3.185 -0.946 0.074
C -3.053 3.691 5.692 -0.145
H 2.293 -1.541 0.415 0.064
O -1.088 5.859 -8.153 0.069
H -3.478 2.571 8.835 0.108
S 1.511 0.286 -2.248 0.722
O -1.821 5.836 -6.132 0.073
H 2.175 2.405 -8.142 0.105
C -8.188 -0.493 -1.177 -0.001
H 0.356 -0.109 2.427 0.107
C 1.503 2.784 -7.385 -0.064
C -1.172 1.312 1.982 -0.079
O -9.733 4.388 -0.043 0.070
H -8.779 6.737 3.976 0.108
C -2.592 4.970 5.940 -0.002
H 4.702 -1.687 2.184 0.088
H 5.839 -0.763 0.440 0.107
C -2.764 4.521 8.294 -0.072
H -9.338 5.223 5.847 0.106
F 0.984 -1.714 -3.873 -0.077
F 4.800 0.088 2.993 -0.041
H -0.408 -2.790 -2.100 0.082
O 5.925 -1.553 -3.216 -0.442
N -10.064 3.628 0.845 -0.350
N 4.947 2.276 -2.596 -0.267
N -3.190 3.240 4.298 -0.343
N -1.108 5.416 -7.021 -0.357
H 2.352 -2.968 -3.220 0.008
H -2.744 2.600 1.291 0.082
H -3.744 1.826 6.495 0.120
C 7.822 -10.315 0.629 -0.063
O 5.305 -7.091 0.440 0.067
H 3.594 -2.760 0.957 0.073
O -10.526 2.521 0.668 0.078
H 1.858 -2.947 -0.326 0.102
H 5.343 0.766 0.965 0.085
H -0.893 4.140 -4.681 0.120
C 3.680 -1.200 -1.562 -0.370
C 3.191 2.402 0.611 -0.304
C -6.393 1.047 0.288 -0.066
H -10.607 2.237 3.058 0.120
C 8.391 -9.908 -1.676 -0.063
H 5.382 -3.708 1.970 0.080
C 4.939 -0.193 0.644 -0.146
C 1.507 2.232 -6.109 -0.055
H 9.235 -11.479 -0.486 0.108
C 2.986 1.089 -0.299 -0.400
H 0.633 4.257 -8.681 0.116
H 6.541 -1.051 -3.762 0.054
F 1.949 2.944 0.553 0.141
F 4.191 4.161 -0.745 0.213
H -1.999 -0.926 -1.039 0.110
H 5.513 -2.204 -1.078 0.054
C -2.198 1.691 1.117 -0.079
C 0.644 2.715 -5.136 -0.045
C 1.583 -2.350 -2.785 -0.388
C 6.808 -8.519 -0.563 -0.146
H -9.123 5.997 1.645 0.120
H 5.405 2.121 -3.486 -0.022
O 2.003 0.550 -3.566 -0.319
C -7.323 1.658 -0.542 -0.072
H -0.447 -2.648 0.000 0.104
H 6.345 -2.902 0.731 0.075
N -7.194 -2.551 -0.264 -0.356
H -8.883 -1.096 -1.740 0.119
C 8.546 -10.645 -0.509 -0.069
H 0.237 -3.873 -3.297 0.095
```


Record 2
A cluster of 2 separate species, C5H11O in total at a distorted geometry. Source: OMol25; level of theory: ωB97M-V/def2-TZVPD.

The calculation puts the LUMO energy (spin up / spin down) at -4.591 / -3.874 eV. As for the relative energy (zero: lowest compared OMol25 entry of this formula, charge and spin): 108.75 kcal/mol. The total charge is +1. The HOMO energy (spin up / spin down) comes out at -0.4639 / -0.4974 Eh. The frontier orbital gap (spin up / spin down) comes out at 8.0 / 9.7 eV.

Structure (XYZ):
```
17
Properties=species:S:1:pos:R:3:lowdin_charge:R:1
H -1.555 0.636 0.116 0.116
C 0.753 -0.250 0.737 0.044
H 1.805 -0.434 0.593 0.085
O -0.010 -0.606 -0.410 -0.299
H 1.348 2.444 1.890 0.051
C -1.416 -0.405 -0.174 0.023
C 1.023 2.428 0.882 0.119
H 1.338 -2.049 -1.021 0.123
H 0.797 4.129 -0.251 0.086
H -0.254 -2.119 -1.809 0.124
H -1.959 -0.613 -1.096 0.124
C 0.725 3.042 -0.199 -0.049
H 0.332 -0.539 1.686 0.091
H -1.780 -1.059 0.623 0.126
H 0.407 2.584 -1.122 0.068
H -0.062 -2.697 -0.123 0.127
C 0.263 -1.961 -0.862 0.042
```


Record 3
A cluster of 4 separate species, C3H14O4 in total at a distorted geometry. Source: OMol25; level of theory: ωB97M-V/def2-TZVPD.

The calculation puts the LUMO energy at 0.445 eV. As for the relative energy (zero: lowest compared OMol25 entry of this formula, charge and spin): 21.05 kcal/mol. The HOMO energy comes out at -0.3961 Eh. Its SMILES is CC(C)O.O.O.O. The frontier orbital gap comes out at 11.2 eV.

Structure (XYZ):
```
21
Properties=species:S:1:pos:R:3:lowdin_charge:R:1
H 14.178 21.567 -6.413 0.074
C 11.798 19.098 -5.933 -0.072
H 12.279 18.261 -6.439 0.080
C 12.702 20.242 -5.476 -0.475
H 14.060 24.540 -3.601 0.030
H 13.429 24.182 -4.930 0.018
O 14.028 24.806 -4.520 -0.053
C 13.276 21.007 -6.662 -0.058
H 12.548 21.711 -7.066 0.084
H 15.994 27.130 -2.941 0.024
H 9.299 23.578 -4.442 0.020
O 11.871 21.193 -4.785 -0.069
H 13.497 19.788 -4.884 0.131
H 11.326 18.598 -5.087 0.073
H 13.589 20.266 -7.397 0.078
H 8.498 23.601 -5.727 0.028
H 16.804 28.306 -2.438 0.028
O 16.151 27.662 -2.162 -0.054
H 11.235 20.745 -4.222 0.078
O 8.649 24.094 -4.920 -0.050
H 10.992 19.515 -6.538 0.085
```


Record 4
A cluster of 4 separate species, C24H48NO5 in total at a distorted geometry. Source: OMol25; level of theory: ωB97M-V/def2-TZVPD.

The calculation puts the LUMO energy at -3.862 eV. As for the relative energy (zero: lowest compared OMol25 entry of this formula, charge and spin): 191.63 kcal/mol. The total charge is +1. The HOMO energy comes out at -0.3875 Eh. The frontier orbital gap comes out at 6.7 eV.

Structure (XYZ):
```
78
Properties=species:S:1:pos:R:3:lowdin_charge:R:1
C 2.810 1.429 -0.594 -0.214
H -0.692 6.703 3.109 0.121
C -2.114 4.838 0.999 -0.210
C -3.463 0.472 -2.499 -0.263
C -1.314 -3.443 0.002 -0.181
H -1.908 3.925 0.433 0.097
C 4.216 -3.841 0.862 -0.205
H 0.807 3.529 -1.162 0.128
H -1.482 2.031 -4.775 0.148
C -3.044 4.599 2.169 -0.185
C -3.580 -0.050 0.185 -0.042
H -3.049 0.985 -5.047 0.143
H -0.620 -0.276 -5.763 0.123
H 0.068 2.744 0.251 0.102
H 3.303 1.066 -1.501 0.123
H -0.905 -3.965 -0.985 0.160
H 5.116 -2.872 3.913 0.123
C -3.699 -4.567 -0.120 -0.114
C 4.448 -3.117 3.084 -0.176
C 0.223 -0.202 -3.532 -0.173
O 1.406 1.592 -0.840 -0.178
H -4.127 -1.056 0.478 0.070
H 4.965 -5.146 2.446 0.122
H 5.028 -1.277 2.098 0.125
H -2.617 0.259 0.814 0.072
H -3.243 -4.741 -1.209 0.095
H -0.448 -2.344 -2.949 0.122
H 3.514 -3.511 3.500 0.115
C -2.610 5.666 3.140 -0.178
O -4.162 -0.448 -3.170 -0.026
H 1.833 -0.864 -1.415 0.112
H 3.602 3.381 -1.022 0.123
C 0.959 -1.654 -1.293 -0.156
C -2.357 -4.374 0.859 -0.216
C 0.458 -1.625 0.268 -0.137
H -2.856 3.607 2.598 0.113
H 2.926 0.675 0.192 0.105
O -0.892 5.360 1.539 -0.148
C -1.115 5.714 2.911 -0.202
H -1.910 -2.488 -0.376 0.124
O 3.857 -2.453 0.889 -0.171
C 5.030 -4.108 2.109 -0.171
H -4.402 -5.434 0.233 0.094
H 3.310 -1.334 2.551 0.107
H 6.084 -3.872 1.925 0.125
C 4.154 -1.930 2.191 -0.212
H -0.593 4.979 3.534 0.116
C 2.136 3.371 0.541 -0.171
H -2.876 5.451 4.178 0.118
C -2.064 1.052 -4.420 -0.171
H -1.184 -1.013 -1.829 0.094
H 0.645 -3.699 0.811 0.191
H 3.289 -4.426 0.860 0.103
H -4.585 1.850 -0.830 0.133
H -0.374 -2.788 1.791 0.191
H -3.061 6.626 2.862 0.121
N -0.109 -2.949 0.773 -0.005
H 1.432 -1.425 0.927 0.131
H 4.769 -4.061 -0.055 0.125
H -1.843 -5.442 0.973 0.124
C 3.337 2.775 -0.147 -0.168
H 0.370 0.887 -3.077 0.117
C -3.959 0.845 -0.947 -0.017
C -0.199 -1.313 -2.403 -0.204
C -1.017 -0.203 -4.654 -0.157
H -4.244 -3.511 -0.190 0.079
C 0.996 2.862 -0.314 -0.194
H 4.218 2.696 0.495 0.120
O -2.257 1.175 -2.966 -0.111
H -1.646 -1.193 -4.471 0.110
H -4.100 4.658 1.893 0.117
H -2.661 -3.948 1.906 0.118
H 2.164 4.462 0.607 0.123
H 1.220 -0.444 -4.112 0.123
H -2.524 5.588 0.314 0.122
H -0.255 -0.711 0.447 0.143
H 2.052 2.967 1.556 0.119
H 1.413 -2.701 -1.547 0.123
```


Copy entry 3 word for word.
A cluster of 4 separate species, C3H14O4 in total at a distorted geometry. Source: OMol25; level of theory: ωB97M-V/def2-TZVPD.

The calculation puts the LUMO energy at 0.445 eV. As for the relative energy (zero: lowest compared OMol25 entry of this formula, charge and spin): 21.05 kcal/mol. The HOMO energy comes out at -0.3961 Eh. Its SMILES is CC(C)O.O.O.O. The frontier orbital gap comes out at 11.2 eV.

Structure (XYZ):
```
21
Properties=species:S:1:pos:R:3:lowdin_charge:R:1
H 14.178 21.567 -6.413 0.074
C 11.798 19.098 -5.933 -0.072
H 12.279 18.261 -6.439 0.080
C 12.702 20.242 -5.476 -0.475
H 14.060 24.540 -3.601 0.030
H 13.429 24.182 -4.930 0.018
O 14.028 24.806 -4.520 -0.053
C 13.276 21.007 -6.662 -0.058
H 12.548 21.711 -7.066 0.084
H 15.994 27.130 -2.941 0.024
H 9.299 23.578 -4.442 0.020
O 11.871 21.193 -4.785 -0.069
H 13.497 19.788 -4.884 0.131
H 11.326 18.598 -5.087 0.073
H 13.589 20.266 -7.397 0.078
H 8.498 23.601 -5.727 0.028
H 16.804 28.306 -2.438 0.028
O 16.151 27.662 -2.162 -0.054
H 11.235 20.745 -4.222 0.078
O 8.649 24.094 -4.920 -0.050
H 10.992 19.515 -6.538 0.085
```